[1]
Molecular formula: C78H162N6O36
Method: DFT, ωB97M-V/def2-TZVPD

- HOMO energy (hartree) = -0.335

Each line ends with the Löwdin charge.
CARTESIAN COORDINATES (ANGSTROEM)
O 0.9592 5.2459 3.5486  0.041
C 1.5298 4.5250 4.3604  -0.516
O 2.7122 4.8505 4.8570  0.004
C 3.3849 5.8877 4.1154  -0.198
C 2.9618 7.1971 4.7305  -0.063
C 1.0106 3.2426 4.8801  0.055
H 3.1394 5.8018 3.0312  0.134
H 4.4215 5.6919 4.3930  0.124
H 1.8774 7.1857 4.6632  0.072
H 3.3202 8.1199 4.2514  0.089
H 3.2885 7.2457 5.7490  0.072
H 0.0023 3.1751 5.1163  0.058
H 1.5647 2.9273 5.7230  0.081
H 1.1501 2.5801 4.0022  0.096
O -3.5771 -3.7176 -7.0480  0.078
C -4.1366 -4.7646 -7.2506  -0.485
O -5.4873 -4.9998 -7.0608  -0.034
C -6.2063 -3.9795 -6.3870  -0.222
C -5.8179 -3.9799 -4.9142  -0.047
C -3.4148 -5.9855 -7.8737  0.039
H -7.2154 -4.2827 -6.5614  0.115
H -5.9759 -3.0601 -6.9334  0.124
H -4.7885 -3.7883 -4.7270  0.048
H -6.1011 -4.9907 -4.5125  0.108
H -6.3977 -3.1982 -4.4872  0.068
H -3.8208 -6.8739 -7.4816  0.064
H -2.4022 -5.8954 -7.5146  0.070
H -3.4338 -5.9271 -8.9751  0.099
O 5.1652 -2.7152 -0.2828  0.079
C 4.9702 -2.8771 -1.4838  -0.507
O 5.3300 -3.9434 -2.2095  -0.040
C 5.7455 -5.1375 -1.4969  -0.180
C 4.5632 -6.1045 -1.4510  -0.053
C 4.3454 -1.8932 -2.4131  0.036
H 6.0324 -4.8520 -0.5120  0.073
H 6.5991 -5.5924 -2.0994  0.147
H 4.8344 -6.9912 -0.8878  0.078
H 4.1891 -6.4587 -2.3711  0.056
H 3.6794 -5.5886 -1.0003  0.080
H 5.1252 -1.0817 -2.4762  0.118
H 3.4730 -1.4050 -1.9269  0.084
H 4.0984 -2.3012 -3.3892  0.084
O -5.1885 1.6136 2.6652  0.096
C -5.5265 2.6395 3.1672  -0.549
O -4.8926 3.8345 2.9384  -0.038
C -3.6449 3.6974 2.2430  -0.238
C -3.0340 5.0536 2.0337  -0.037
C -6.7653 2.7677 3.9800  0.027
H -3.8508 3.2101 1.2559  0.126
H -3.0381 2.9664 2.7880  0.102
H -2.7663 5.5247 2.9348  0.051
H -3.6699 5.7557 1.4533  0.095
H -2.0519 4.8250 1.5767  0.079
H -6.6520 3.0240 5.0350  0.080
H -7.1904 1.7417 3.9800  0.099
H -7.4790 3.4366 3.4356  0.104
O -3.7024 2.7068 7.7169  0.150
C -3.3657 2.4722 6.6268  -0.595
O -3.1158 3.3671 5.6790  -0.017
C -3.2138 4.7443 6.1937  -0.197
C -4.6076 5.2191 6.1766  -0.074
C -2.8010 1.1788 6.0489  0.031
H -2.6819 5.3932 5.5243  0.110
H -2.8469 4.8295 7.2057  0.123
H -5.1163 4.9870 5.2286  0.073
H -4.6110 6.2622 6.3040  0.068
H -5.1894 4.7106 6.9610  0.090
H -2.7272 0.5399 6.9589  0.102
H -1.9140 1.2301 5.3841  0.061
H -3.5803 0.6820 5.4835  0.075
O 8.3824 -4.1007 0.1774  0.069
C 8.1391 -2.9414 -0.1206  -0.557
O 8.2529 -2.4067 -1.3234  -0.006
C 8.8530 -3.1728 -2.3437  -0.219
C 8.1680 -3.0587 -3.7031  -0.052
C 7.7425 -1.9624 0.9101  0.020
H 8.7477 -4.2710 -2.0012  0.136
H 9.8851 -2.8234 -2.2674  0.129
H 7.1188 -3.2712 -3.5637  0.052
H 8.5774 -3.6864 -4.4517  0.059
H 8.3002 -2.0067 -4.1141  0.098
H 8.3803 -2.1038 1.7293  0.074
H 6.7492 -2.1923 1.3151  0.071
H 7.8115 -0.9174 0.6447  0.088
O -10.6631 2.3899 -0.0612  0.143
C -9.8797 3.0676 0.4465  -0.598
O -8.5814 2.7309 0.5480  -0.034
C -8.1257 1.7587 -0.4162  -0.214
C -7.7437 0.4726 0.2438  -0.049
C -10.2218 4.4072 1.0902  0.025
H -7.2828 2.1492 -0.9359  0.100
H -8.9898 1.6673 -1.1201  0.133
H -7.3450 -0.2770 -0.4726  0.084
H -8.6711 0.0698 0.6156  0.078
H -7.0562 0.5450 1.0536  0.053
H -10.4435 4.2829 2.2077  0.111
H -11.2027 4.7263 0.6780  0.093
H -9.3723 5.0605 0.8872  0.069
O -4.9668 6.7684 -1.5746  0.076
C -5.1274 5.6247 -1.1629  -0.522
O -4.3478 4.6252 -1.5497  -0.015
C -3.1814 5.0059 -2.3446  -0.184
C -2.4704 3.7080 -2.5497  -0.071
C -6.1174 5.1656 -0.0710  0.047
H -2.5975 5.7346 -1.8326  0.098
H -3.4978 5.4893 -3.2592  0.127
H -2.2287 3.1090 -1.6365  0.076
H -1.5056 3.8044 -3.0579  0.076
H -3.0972 3.0791 -3.1541  0.066
H -5.5911 4.4840 0.4755  0.019
H -6.9603 4.5708 -0.5544  0.101
H -6.5937 6.0428 0.3457  0.092
O -3.6069 -6.3180 -1.9994  0.124
C -3.3410 -5.9770 -0.8996  -0.590
O -3.8533 -4.8975 -0.3076  -0.049
C -4.8924 -4.2023 -1.0769  -0.171
C -5.4742 -3.0282 -0.3081  -0.049
C -2.3077 -6.4729 0.0440  0.023
H -5.6210 -4.9879 -1.2472  0.125
H -4.4655 -3.9722 -2.0288  0.088
H -6.0962 -2.4266 -0.9554  0.054
H -4.6771 -2.2833 -0.0146  0.068
H -6.0189 -3.3672 0.6111  0.104
H -1.9374 -5.6550 0.6953  0.080
H -1.5618 -7.0263 -0.4848  0.085
H -2.7723 -7.3238 0.6498  0.128
O 3.3995 2.0333 2.3449  0.060
C 4.4334 1.6677 1.8498  -0.511
O 5.4705 1.1814 2.5629  -0.028
C 5.3094 1.1880 4.0109  -0.207
C 6.6409 0.7344 4.5811  -0.044
C 4.6897 1.7423 0.3381  0.044
H 4.4916 0.4753 4.1835  0.113
H 4.9654 2.1712 4.2801  0.108
H 6.9452 0.1799 3.6651  0.087
H 6.4173 0.0973 5.4686  0.082
H 7.3767 1.5178 4.8382  0.080
H 4.8606 2.7772 0.1462  0.068
H 3.7917 1.3705 -0.1672  0.057
H 5.6226 1.1818 0.0731  0.099
O -1.2085 -2.7423 -1.1170  0.070
C -0.4965 -3.7173 -1.2705  -0.536
O -0.5473 -4.4704 -2.3477  0.027
C -1.6379 -4.1264 -3.2561  -0.180
C -1.4999 -5.0691 -4.4493  -0.027
C 0.5140 -4.0555 -0.2108  0.043
H -1.5931 -3.0843 -3.4123  0.091
H -2.5770 -4.3151 -2.6945  0.096
H -1.6667 -6.0957 -4.1983  0.072
H -0.4658 -4.8358 -4.8243  0.096
H -2.2601 -4.7294 -5.1641  0.054
H 1.2331 -4.7823 -0.5911  0.087
H 0.1399 -4.5300 0.6471  0.042
H 1.0053 -3.0934 -0.0117  0.083
O -4.7445 -0.8483 -2.5778  0.109
C -3.7295 -0.2638 -2.2918  -0.519
O -2.6768 -0.0765 -3.0931  -0.039
C -2.7990 -0.3584 -4.4414  -0.242
C -1.7524 0.4125 -5.1817  -0.044
C -3.2306 0.1271 -0.9498  0.020
H -3.7792 -0.0875 -4.7138  0.113
H -2.6948 -1.4249 -4.5943  0.109
H -0.8149 -0.0134 -4.9569  0.043
H -1.6460 1.4657 -4.7666  0.098
H -1.9887 0.5013 -6.2778  0.105
H -2.4644 -0.6418 -0.6378  0.080
H -4.0119 0.0469 -0.1881  0.083
H -2.8148 1.1435 -0.9458  0.074
O 1.2872 -2.7144 -5.6992  0.107
C 0.6487 -2.0064 -6.3986  -0.576
O 1.1912 -0.8801 -6.8633  -0.019
C 2.5852 -0.6468 -6.5804  -0.221
C 2.7930 0.1512 -5.3424  -0.073
C -0.7404 -2.2796 -6.8910  0.020
H 2.8368 0.0442 -7.3940  0.123
H 3.1547 -1.6240 -6.6486  0.146
H 2.4179 -0.3857 -4.5076  0.051
H 2.2314 1.0711 -5.3944  0.076
H 3.8513 0.4313 -5.3195  0.089
H -1.4500 -2.5552 -6.1290  0.045
H -0.6459 -3.1219 -7.5784  0.102
H -1.1602 -1.3718 -7.3545  0.088
O 2.3926 -3.3311 6.5958  0.092
C 3.2397 -2.5548 6.2350  -0.545
O 3.0285 -1.2038 6.2849  -0.039
C 1.6674 -0.7406 6.4710  -0.185
C 0.9113 -0.8202 5.1205  -0.045
C 4.5849 -2.7968 5.8267  0.023
H 1.6706 0.2613 6.9651  0.127
H 1.2297 -1.4155 7.2096  0.107
H 0.8674 -1.8963 4.7168  0.113
H 1.4472 -0.1860 4.4867  0.033
H -0.0557 -0.3826 5.1207  0.035
H 4.8066 -2.2834 4.8928  0.068
H 4.7061 -3.8457 5.7332  0.087
H 5.2387 -2.4113 6.5941  0.105
O 1.9740 0.2864 -0.3642  0.049
C 0.7815 0.4513 -0.6215  -0.493
O -0.1735 0.4521 0.3234  -0.012
C 0.2717 0.5232 1.6697  -0.221
C -0.8848 1.2147 2.4191  -0.053
C 0.1905 0.5045 -1.9953  0.042
H 1.2911 1.0875 1.7269  0.128
H 0.4637 -0.4231 2.1618  0.086
H -1.8462 0.7181 2.0855  0.084
H -0.8615 2.2490 2.0666  0.071
H -0.8187 1.2033 3.5235  0.047
H -0.2459 -0.4556 -2.2836  0.088
H 1.0395 0.7656 -2.6216  0.086
H -0.6285 1.2071 -2.0304  0.067
C 2.8872 -1.9477 1.8476  0.009
C 3.8946 -2.9357 2.2938  -0.580
O 4.8653 -2.5171 2.9061  0.012
N 3.6814 -4.2090 1.9822  0.034
C 4.6430 -5.2556 2.2160  -0.050
H 2.8292 -1.0594 2.5337  0.095
H 1.8897 -2.3889 1.7676  0.066
H 3.2477 -1.6620 0.8767  0.066
H 2.7707 -4.4408 1.6433  0.085
H 4.1818 -6.1848 1.8979  0.080
H 4.7860 -5.3986 3.3074  0.090
H 5.5981 -5.0681 1.6956  0.088
C 1.7970 3.8356 -0.0025  0.014
C 0.8255 4.9388 -0.2790  -0.539
O 0.4711 5.1733 -1.4228  0.019
N 0.4570 5.7493 0.7401  0.021
C -0.3061 6.9520 0.5698  -0.074
H 1.6594 3.1007 -0.8222  0.089
H 1.7491 3.4793 0.9847  0.043
H 2.8723 4.1629 -0.2120  0.109
H 0.7861 5.5346 1.6538  0.067
H -1.1626 6.8347 -0.1537  0.090
H 0.3244 7.7261 0.1191  0.088
H -0.6810 7.2980 1.5151  0.077
C 6.8602 6.2254 -3.9450  -0.001
C 7.0717 4.7050 -3.9694  -0.577
O 6.9150 4.0120 -2.9881  0.025
N 7.3046 4.2075 -5.2115  0.014
C 6.9752 2.8243 -5.5513  -0.058
H 7.5448 6.7612 -4.6538  0.091
H 7.1229 6.5274 -2.9072  0.090
H 5.8102 6.3456 -4.1908  0.056
H 7.1058 4.8493 -5.9530  0.119
H 7.8531 2.2765 -5.7365  0.061
H 6.2495 2.8291 -6.3478  0.081
H 6.4650 2.3732 -4.7018  0.076
C -2.6111 -3.2758 4.5542  0.010
C -3.2003 -3.9341 3.3102  -0.509
O -3.5210 -5.1207 3.3029  0.006
N -3.1007 -3.1982 2.1516  0.035
C -2.7597 -1.8029 2.1381  -0.100
H -2.5754 -2.1601 4.4924  0.064
H -1.5873 -3.6619 4.5602  0.076
H -3.1849 -3.6440 5.4203  0.094
H -3.2194 -3.5851 1.2104  0.102
H -2.7459 -1.5414 1.0887  0.047
H -1.7543 -1.5910 2.5969  0.091
H -3.5064 -1.2326 2.6654  0.086
C 3.5752 4.2814 -3.3299  0.025
C 3.0929 5.1142 -4.4784  -0.551
O 3.8834 5.4009 -5.3426  0.031
N 1.8099 5.5889 -4.3660  0.037
C 1.2087 6.3515 -5.4766  -0.058
H 3.5188 3.2419 -3.6747  0.090
H 3.0174 4.4465 -2.4297  0.044
H 4.6513 4.3630 -3.1281  0.065
H 1.2564 5.2629 -3.6514  0.061
H 0.6786 7.2072 -5.0887  0.066
H 0.4437 5.7335 -5.9690  0.078
H 2.0094 6.7304 -6.1756  0.099
C -0.7454 -6.9540 3.0751  0.006
C 0.3237 -5.9449 3.5517  -0.518
O 1.0303 -5.4378 2.7061  0.018
N 0.4822 -5.6952 4.8745  0.042
C -0.2525 -6.3597 6.0130  -0.030
H -0.4210 -7.4990 2.2274  0.067
H -1.7439 -6.5092 2.9222  0.058
H -1.0337 -7.6490 3.8662  0.064
H 1.2062 -5.0832 5.1463  0.093
H 0.4190 -7.1204 6.4030  0.079
H -1.1538 -6.7860 5.5670  0.070
H -0.4239 -5.6468 6.8184  0.081

Cartesian forces (eV/Å) of the 3 atoms listed first:
0.2 -0.9 0.3
-1.0 1.4 -0.2
0.0 -0.7 -0.5


[2]
Molecular formula: C5H40N3O12
Method: DFT, ωB97M-V/def2-TZVPD

- HOMO energy (hartree) = -0.415
- charge = +1
- energy above the lowest of the compared OMol25 structures with the same formula, charge and spin (kcal/mol) = 112.7

Each line ends with the Löwdin charge.
CARTESIAN COORDINATES (ANGSTROEM)
N 1.5612 -0.2070 0.2508  0.202
C 0.1455 -0.7890 0.3210  -0.222
C -0.2355 -0.8882 1.7943  -0.087
C -0.4649 -2.4153 2.3447  -0.159
N -1.5263 -3.0624 1.5075  0.006
C -0.6851 0.1865 -0.5490  -0.141
N -1.0478 -0.3001 -1.8995  -0.144
C -0.0375 -0.1084 -2.9738  -0.091
H 1.7017 0.6896 0.6234  0.063
H 2.1236 -0.8615 0.8614  0.108
H 1.8519 -0.2835 -0.6252  0.041
H 0.0685 -1.8825 -0.0248  0.123
H 0.3876 -0.3625 2.5392  0.116
H -1.2144 -0.4663 1.7465  0.067
H 0.4335 -2.9466 2.3644  0.079
H -0.7489 -2.4426 3.3477  0.087
H -2.1786 -2.4472 1.0532  0.044
H -2.0078 -3.8125 1.9466  0.078
H -0.0082 1.0623 -0.6922  0.082
H -1.7129 0.5028 -0.1537  0.136
H -1.1940 -1.3189 -1.7760  0.117
H 0.3429 0.9629 -2.9098  0.067
H 0.8883 -0.6214 -2.5068  0.064
H -0.2891 -0.5202 -3.9579  0.088
H 0.1627 -4.9343 -0.6636  0.103
H -0.3946 -3.6415 0.0618  0.056
O 0.1874 -3.9254 -0.7797  -0.151
H -0.1905 3.2527 -2.0654  0.035
H 1.0261 3.8236 -2.7492  0.090
O 0.6894 3.0050 -2.3498  -0.068
H 1.0405 2.1931 3.2647  0.062
H 1.8887 2.9800 2.2188  0.115
O 1.6210 2.0279 2.5097  -0.086
H -2.9955 0.1382 -2.4422  0.056
H -4.5788 0.0784 -2.3216  0.062
O -3.7690 0.1374 -1.7878  -0.109
H 3.5610 2.8059 -0.8917  0.112
H 1.9994 2.2531 -1.3827  0.057
O 2.8350 2.1010 -0.7650  -0.135
H 0.7277 2.0288 0.1196  -0.036
H -0.1006 2.9008 1.0005  0.022
O 0.5056 2.9417 0.3126  -0.042
H -3.9900 -0.4784 -0.0797  0.086
H -4.2365 -1.8520 0.9327  0.063
O -3.8578 -0.9480 0.8716  -0.138
H -2.3169 2.4211 -3.7985  0.036
H -2.5546 2.9582 -2.4837  0.036
O -2.0684 2.2980 -2.9173  0.011
H 1.4048 -2.8189 -1.2856  -0.028
H 2.3362 -2.3101 -2.4568  0.106
O 1.9876 -2.1087 -1.5418  -0.083
H 4.2370 1.9311 2.6288  0.047
H 3.7381 1.7383 1.2379  -0.030
O 4.5046 1.5537 1.7759  -0.049
H -3.5530 0.6902 1.8711  0.027
H -3.6131 2.0343 2.6914  0.032
O -3.0123 1.3147 2.4614  -0.104
H 4.0623 -0.8906 2.0652  0.116
H 3.4487 -2.1126 1.9765  0.042
O 3.1137 -1.2547 2.1298  -0.036

Cartesian forces (eV/Å) of the 3 atoms listed first:
-2.0 -3.9 4.3
0.3 -0.2 0.4
-0.9 -1.9 1.2


| no. | HOMO-LUMO gap (eV) |
| --- | --- |
| 1 | 9.57 |
| 2 | 9.17 |